# 1
Below is the molecule C2H8N2P2 at a distorted geometry, with properties calculated with ωB97M-V/def2-TZVPD.

Geometry as XYZ:
```
14
Properties=species:S:1:pos:R:3:forces:R:3
C 1.478429 -0.024382 0.230674 -2.8 0.8 -0.9
C 0.461080 -1.211878 -0.231693 1.4 1.7 -0.6
N -0.839933 -1.301722 0.384752 -0.7 -0.4 -0.7
P -2.093185 -0.293716 -0.143353 0.9 1.8 -1.1
P -0.665824 1.541234 0.040521 0.4 -1.6 0.7
N 0.901334 1.382936 -0.057433 -0.1 -2.2 0.6
H 1.794884 -0.174412 1.285902 -0.1 0.2 -0.6
H 2.296719 -0.019434 -0.464434 0.7 -0.6 0.1
H 0.238176 -1.058224 -1.322174 1.0 -0.9 0.7
H 0.881223 -2.103970 0.181015 1.1 -1.0 -1.1
H -0.638955 -0.937902 1.249159 0.1 0.2 3.6
H -1.598117 -0.311948 -1.486272 -0.7 -0.1 -0.1
H -1.066364 2.411002 -0.863846 -0.8 1.7 -1.5
H -1.149464 2.102414 1.197181 -0.4 0.5 0.9
```
Forces are in eV/Å.

ΔE to the lowest compared entry with this formula, charge and spin, kJ/mol: 163.5
Gap between HOMO and LUMO, eV: 8.60
SMILES: C1CNP[PH2]=N1
E, eV: -23758.452

***

# 2
Below is the ion C14H29F3N3 with charge +1, with properties calculated with ωB97M-V/def2-TZVPD.

Geometry as XYZ:
```
49
Properties=species:S:1:pos:R:3:forces:R:3
C 6.942070 -0.134273 1.081861 -0.1 -0.1 0.1
C 5.697324 0.071443 0.211265 0.1 -0.1 -0.1
C 4.981876 -1.257397 -0.102503 0.1 -0.1 -0.2
C 3.465903 -1.199997 -0.400115 0.0 -0.2 0.0
N 2.847537 0.043585 0.101082 0.1 0.2 0.1
N 1.442586 0.073399 -0.171494 -0.5 -0.1 -0.1
C 0.476941 -0.039196 0.979109 0.1 0.2 0.3
C -0.859682 -0.002713 0.243839 0.0 -0.1 0.1
C -2.043167 0.322590 1.151862 -0.1 0.3 -0.1
C -3.392523 0.260667 0.408901 0.1 -0.1 -0.1
C -4.590641 -0.102863 1.309357 0.0 0.1 0.1
C -5.511778 -1.183478 0.721880 0.0 0.0 0.0
C -6.071661 -0.882167 -0.667880 -0.1 0.0 0.0
N -6.874192 0.344202 -0.655005 0.2 0.0 0.0
C -0.610884 1.040601 -0.886495 0.1 -0.1 -0.1
C 0.910143 1.305616 -0.855079 -0.3 0.3 0.3
C 1.593472 1.610396 -2.190539 -0.2 -0.1 0.1
F 2.194401 0.518839 -2.676972 0.2 -0.5 -0.1
F 0.713673 2.011771 -3.092758 -0.6 0.1 -0.3
F 2.490731 2.564384 -2.069120 0.6 0.4 0.3
H 7.764975 -0.569235 0.506841 -0.1 0.0 0.1
H 6.724331 -0.805280 1.923365 0.0 0.1 -0.2
H 7.276929 0.816800 1.509103 0.0 -0.2 -0.2
H 6.005078 0.527918 -0.738170 -0.2 0.1 0.2
H 5.032935 0.780759 0.711292 0.0 -0.1 -0.1
H 5.164196 -1.981270 0.701237 -0.1 0.2 0.0
H 5.448749 -1.684505 -0.997989 0.0 -0.1 0.3
H 2.975383 -2.075563 0.054978 0.1 0.1 -0.1
H 3.282300 -1.246158 -1.477255 0.1 0.2 0.1
H 2.943252 0.092252 1.111587 0.0 0.1 0.0
H 1.203229 -0.711339 -0.789736 0.4 0.0 0.0
H 0.604823 0.866385 1.586756 0.1 -0.2 -0.1
H 0.719805 -0.901480 1.605884 -0.2 -0.1 -0.3
H -1.011483 -0.987536 -0.224927 -0.1 0.1 0.2
H -1.881241 1.335875 1.552190 -0.1 -0.2 0.1
H -2.063808 -0.359665 2.009866 0.1 0.0 -0.2
H -3.311238 -0.491612 -0.391356 0.0 0.1 0.2
H -3.568529 1.221162 -0.091175 0.0 -0.2 0.0
H -5.181026 0.789808 1.553652 0.2 -0.1 -0.1
H -4.214129 -0.467538 2.274806 -0.1 0.0 -0.2
H -6.361021 -1.326681 1.402891 0.2 0.0 -0.1
H -4.953035 -2.129790 0.671990 -0.2 0.1 0.0
H -5.263081 -0.864487 -1.419550 0.0 0.0 0.2
H -6.731718 -1.711011 -0.952192 0.1 0.1 0.0
H -6.363313 1.101968 -0.213484 -0.1 0.0 -0.1
H -7.079631 0.653959 -1.598901 -0.1 -0.1 0.1
H -0.931917 0.651980 -1.856547 0.0 0.1 0.1
H -1.146890 1.976235 -0.698351 0.1 -0.2 -0.1
H 1.113947 2.132641 -0.167997 0.2 -0.1 -0.2
```
Forces are in eV/Å.

Net charge: +1
Gap between HOMO and LUMO, eV: 8.61
SMILES: CCCCN[N@H+]1C[C@@H](CCCCCN)C[C@@H]1C(F)(F)F
E, eV: -27604.344